1.
17
Properties=species:S:1:pos:R:3:forces:R:3 method="wB97M-V/def2-TZVPD" smiles="C[C@H](CO)C(=O)NO" mol_weight_g_mol=119.120 charge=0 de_lowest_kcal_mol=148.5 homo_ev=-9.72 total_energy_ha=-438.09237
C -0.09837 1.96165 -0.39843 3.0547 1.0266 2.3495
C -0.27350 0.53502 -0.11198 -2.0710 1.9980 7.8230
C 0.97672 0.37437 0.81063 -0.4325 -3.4507 0.1036
O 1.03670 -1.00861 1.27971 -0.4232 -0.3751 1.5519
C -0.37876 -0.32231 -1.18429 2.9549 -4.6333 -6.4225
O 0.28387 -0.04330 -2.32505 -4.1858 -1.8000 5.3838
N -1.01917 -1.61431 -0.87797 0.0874 -0.5616 -1.9716
O -1.11296 -2.21461 0.42614 2.4344 0.5428 -0.4209
H 1.17001 2.01659 -0.40459 -3.7160 1.2246 -0.8131
H -0.48328 2.45789 0.57584 0.6192 0.0297 -2.2598
H -0.59959 2.06956 -1.30798 -0.4098 1.7584 -1.4019
H -1.17391 0.44404 0.66580 1.3871 -0.3092 -1.9555
H 1.04994 0.96992 1.80917 -0.0652 -0.0535 -2.6473
H 1.68064 0.40823 -0.06471 0.7551 0.2093 1.9408
H 0.34750 -1.19202 1.99974 1.4529 0.9938 -1.4703
H -1.29104 -2.41892 -1.55788 1.2097 2.6600 1.0873
H -0.11481 -2.42319 0.66586 -2.6519 0.7402 -0.8771

***

2.
88
Properties=species:S:1:pos:R:3:forces:R:3 method="wB97M-V/def2-TZVPD" mol_weight_g_mol=810.987 s2=6.0547 spin_multiplicity=5 charge=+2 homo_ev="-10.32 / -12.73" total_energy_ha=-2435.95417
Os -0.02414 0.95530 -2.62808 0.3292 -1.7421 -0.2137
C -1.79406 1.27051 -4.67594 -1.4639 0.3577 -0.2204
C -1.63860 -0.08390 -4.67316 -2.0420 -0.0327 -1.1330
C -0.95372 -0.80832 -5.79393 -0.0669 -0.1858 -0.6567
C 0.39672 -0.15373 -6.12082 -0.3831 -0.4342 -0.2952
C 0.94278 0.70738 -5.00914 2.0902 0.6212 -0.9465
C 0.63863 2.03734 -4.83343 1.5531 1.2514 -1.1856
C -0.26401 2.81976 -5.79568 -0.2819 0.0510 0.7388
C -1.60827 2.10852 -5.92188 0.6470 -0.0461 -0.3051
C 1.15421 1.03732 -0.63270 1.2921 1.6863 1.7673
H -2.29129 1.85059 -3.88483 -0.2571 -0.8838 -0.5536
H -2.41821 -0.71816 -4.23156 0.6820 0.5092 0.5037
H -1.54360 -0.82217 -6.74512 0.0580 0.0246 0.8965
H -0.79254 -1.85959 -5.51354 -0.1704 0.4087 -0.1513
H 1.10365 -0.96630 -6.34529 -0.0482 0.4142 0.1292
H 0.28562 0.41819 -7.06065 0.2266 0.0619 0.5537
H 1.97589 0.33081 -4.80114 -1.3052 0.7445 0.4280
H 1.38650 2.75438 -4.44115 -0.3688 -1.0880 -0.0284
H 0.17367 2.97302 -6.80041 0.2604 -0.1517 0.6203
H -0.41593 3.81209 -5.34667 0.0686 -0.1840 -0.2529
H -2.40154 2.86200 -6.02188 -0.0067 -0.4038 0.2746
H -1.63766 1.51054 -6.85365 -0.0619 0.0707 0.6676
H 0.34696 1.62159 -0.14425 0.7527 -0.0424 0.0626
H 2.08004 1.65559 -0.49225 -0.6542 -0.5839 -0.6421
H 1.33720 0.12936 -0.02000 -0.2345 0.6684 -0.6142
P -1.79619 -0.99255 -1.89044 2.0518 -0.1693 0.9329
P 1.96674 -0.13389 -2.38987 0.4446 -0.3068 -0.9712
C -0.42000 -1.66872 -2.91968 -2.8342 -2.0819 -1.3506
C 0.93248 -1.50861 -3.08107 1.3240 0.4598 0.9183
C -2.63468 -2.41814 -1.14799 0.0717 -0.5805 -0.7651
C -2.97135 -3.37258 -2.11470 -0.6445 -0.4312 -0.0004
C -3.82336 -4.44626 -1.81554 0.4720 0.5570 0.4037
C -4.30084 -4.58105 -0.50129 -0.0731 0.0505 -0.5258
C -3.93428 -3.65048 0.48977 0.1518 -0.2175 -0.2567
C -3.04077 -2.60964 0.18228 -0.4693 0.2076 0.1596
C -3.04339 0.35624 -2.07122 -0.3298 -1.0130 -0.3232
C -2.80742 1.71281 -1.79045 0.4916 0.3810 -0.3087
C -3.82810 2.64667 -1.99771 -0.0669 -0.7640 0.0277
C -5.04882 2.20901 -2.52277 0.2313 -0.9757 -0.0916
C -5.25067 0.84932 -2.88444 0.3228 0.7241 0.4245
C -4.25936 -0.08648 -2.59947 -0.0821 0.6306 0.0101
C 3.24318 -1.10150 -1.56282 0.4237 -0.0585 0.3171
C 2.96706 -2.40767 -1.09446 0.0350 -0.1593 -0.3509
C 4.01039 -3.25381 -0.69010 0.3840 0.4389 0.0525
C 5.33882 -2.76957 -0.68006 -0.2573 0.3171 -0.3873
C 5.60895 -1.43443 -1.07152 -0.4427 -0.3431 0.1904
C 4.55871 -0.60236 -1.48777 0.2693 -0.2312 -0.0187
C 2.85911 1.46313 -2.97791 0.4172 -0.2633 0.2209
C 2.37570 2.70897 -2.51466 0.1312 0.0662 -0.4976
C 3.00690 3.89404 -2.92980 0.0091 0.1593 -0.1323
C 3.99968 3.83310 -3.92033 0.3783 -1.0603 -0.0774
C 4.40626 2.58330 -4.47443 -0.5304 0.5613 0.5718
C 3.87459 1.40065 -3.94888 0.0095 0.4819 0.4882
H -0.91125 -2.46999 -3.54946 1.1047 0.8257 0.4593
H 1.48313 -2.24034 -3.71902 -0.6562 0.5438 0.3801
H -2.57325 -3.28554 -3.13040 -0.3740 -0.0317 0.2933
H -4.09067 -5.11872 -2.63062 -0.0068 -0.0502 0.4715
H -4.96420 -5.42994 -0.28454 0.2701 0.5758 0.1001
H -4.38018 -3.75065 1.49329 0.5742 0.0383 -0.5241
H -2.65639 -1.94882 0.97614 -0.5893 -0.4544 -0.5828
H -1.76260 2.10514 -1.62330 -1.3340 -0.4699 0.4382
H -3.63310 3.69720 -1.79183 -0.1893 -0.2079 -0.0436
H -5.84024 2.92239 -2.65914 -0.2145 0.1446 -0.2164
H -6.15352 0.52708 -3.39288 -0.0309 0.1768 0.2357
H -4.37578 -1.15404 -2.80942 -0.2375 0.4208 -0.0255
H 1.93386 -2.78866 -1.13115 0.5855 0.2034 0.0681
H 3.79692 -4.29393 -0.39528 0.1282 0.6751 -0.1431
H 6.17135 -3.44242 -0.41881 -0.5414 0.4429 -0.0568
H 6.63588 -1.04266 -1.07292 -0.5436 -0.2898 0.0488
H 4.75894 0.42358 -1.82742 0.0337 -0.6217 0.3131
H 1.38706 2.71855 -1.97278 1.6149 0.5887 -0.3640
H 2.70706 4.88786 -2.52557 0.1502 -0.9767 -0.3597
H 4.51646 4.73329 -4.24770 -0.2970 -0.1130 0.0030
H 5.11974 2.53594 -5.30176 -0.1235 0.1279 0.4512
H 4.26691 0.42053 -4.24167 -0.1906 0.3809 -0.1412
C -0.70329 -0.06903 -0.91864 -2.4559 -1.9692 4.2136
C -0.83814 -0.48732 0.37040 0.1817 3.1386 -3.4734
C -1.10344 -0.18752 1.70334 0.6470 -0.3586 0.9381
C -2.43107 0.14354 2.16963 0.7859 -0.0533 -3.0948
C -2.75458 0.07669 3.51682 0.3313 0.1755 2.5479
C -1.73393 -0.09186 4.47903 -0.3308 -0.0334 0.1380
C -0.41252 -0.33604 4.05856 -1.0779 0.4605 2.5914
C -0.06896 -0.31365 2.71080 -0.1274 -0.5245 -2.3433
H -3.19164 0.40322 1.38915 0.6907 -0.2446 0.8894
H -3.80531 0.17276 3.84012 0.6590 -0.0196 -0.1937
H -1.98727 -0.05081 5.54743 0.2010 -0.2135 -0.6326
H 0.34508 -0.52723 4.84487 -0.4417 0.1181 -0.7054
H 0.98027 -0.44240 2.39190 -0.6996 0.1233 0.2158

***

3.
25
Properties=species:S:1:pos:R:3:forces:R:3 method="wB97M-V/def2-TZVPD" smiles=CCNCC.O.O.O mol_weight_g_mol=127.184 charge=0 de_lowest_kcal_mol=10.4 homo_ev=-9.60 total_energy_ha=-443.06069
C 1.18217 0.63350 1.72668 -0.0347 -0.3728 0.9076
C 1.82795 1.35351 0.53810 -0.2761 -1.1910 0.7551
N 1.05501 1.15717 -0.68791 0.2891 0.7672 -0.0462
C -0.26122 1.83188 -0.65936 0.0665 -1.0285 -0.4866
C -0.69036 2.27609 -2.05758 0.3521 0.0570 0.0916
H 0.49835 1.20151 2.36304 0.0330 0.3606 -0.3878
H 1.92671 0.23406 2.42316 0.2026 0.3167 -0.1309
H 0.63530 -0.25525 1.44999 -0.2549 -0.2806 -0.5099
H 1.98241 2.39137 0.82931 0.2050 0.2974 -0.2973
H 2.77730 0.82852 0.39413 0.1639 0.5054 -0.1450
H 1.59525 1.55738 -1.44882 -0.0398 0.0086 -0.0080
H -0.97180 1.08789 -0.29285 -0.0775 0.2027 0.1719
H -0.24239 2.66138 0.02881 -0.0395 0.4513 0.3493
H -0.03712 1.85940 -2.81401 0.0785 -0.4568 -0.1878
H -1.69992 1.96832 -2.27789 -0.3160 -0.0067 -0.1177
H -0.60152 3.34205 -2.21322 -0.1416 0.3950 0.2010
O -3.46742 -1.74436 1.12695 -0.3846 0.0657 0.0151
H -3.17646 -1.10069 1.78258 0.1458 -0.2790 -0.1300
H -2.75339 -2.38582 1.02567 0.3234 0.3451 0.0711
O 1.42085 -1.74214 -0.85959 0.1449 -0.4577 0.3088
H 1.50966 -0.78755 -0.67862 -0.4654 0.0651 -0.5603
H 1.33528 -1.87029 -1.80808 0.0537 0.3421 0.0000
O -0.65189 -2.78871 0.72020 -0.1194 -0.2019 -0.2353
H -0.70585 -3.72571 0.50198 0.0553 0.0456 0.1142
H -0.04876 -2.42483 0.04060 0.0358 0.0494 0.2571

***

4.
9
Properties=species:S:1:pos:R:3:forces:R:3 method="wB97M-V/def2-TZVPD" smiles="[O-]/[NH+]=C/I.C#N" mol_weight_g_mol=197.963 charge=0 de_lowest_kcal_mol=77.6 homo_ev="-8.76 / -8.76" total_energy_ha=-560.32687
O -0.51561 1.54475 -0.26494 -1.1113 -0.0081 0.2799
N 0.47424 0.88187 0.10875 0.2970 0.0001 2.2433
C 1.47117 0.64476 -0.63751 1.9727 -1.2556 0.5262
I 3.22474 -0.21127 0.12401 -0.5261 0.1141 -0.1517
H 0.58369 0.55033 1.14281 -0.6005 0.6132 -1.7880
H 1.45034 0.88543 -1.65663 -0.1132 0.4622 -1.1206
C -2.22425 -1.47316 0.33000 -3.1026 1.6646 -0.4825
N -1.23918 -1.81672 0.77700 1.2743 -0.5776 0.3027
H -3.22515 -1.00599 0.07651 1.9098 -1.0128 0.1908

***

5.
16
Properties=species:S:1:pos:R:3:forces:R:3 method="wB97M-V/def2-TZVPD" mol_weight_g_mol=95.145 charge=0 de_lowest_kcal_mol=121.6 homo_ev="-7.08 / -7.08" total_energy_ha=-288.58823
C -1.37712 1.63852 -0.19986 -0.0680 0.0618 0.0869
C -0.14399 0.82452 -0.02193 0.1590 0.0893 -0.0564
C 0.02908 -0.62527 0.00213 -0.1245 -0.1630 -0.1158
C -1.00414 -1.49676 -0.07458 0.0209 0.2095 -0.2022
C 1.47601 -0.94307 -0.00820 0.1468 0.4160 -0.4063
C 2.05467 0.26884 -0.10488 0.0441 -0.1714 0.0057
N 1.06814 1.31833 -0.13821 -0.3247 0.1474 0.1462
H -2.22152 1.19158 0.33060 0.1194 0.0568 -0.0560
H -1.64631 1.70518 -1.26114 0.0582 -0.0292 0.1663
H -1.22512 2.65382 0.17442 -0.0529 -0.0662 -0.0333
H -0.84668 -2.51367 -0.41976 0.0676 0.1671 0.3437
H -2.03453 -1.23916 0.16890 0.1442 0.2670 -0.3400
H 0.46372 -3.05225 1.03336 0.2801 -0.3644 0.2735
H 1.04281 -2.61189 0.76771 -0.2096 -0.5785 0.2550
H 3.09444 0.57180 -0.07079 -0.1625 0.0203 -0.0540
H 1.27055 2.30948 -0.17775 -0.0983 -0.0624 -0.0131

***

6.
11
Properties=species:S:1:pos:R:3:forces:R:3 method="wB97M-V/def2-TZVPD" smiles="CC=C=NC=O" mol_weight_g_mol=83.090 charge=0 de_lowest_kcal_mol=50.8 homo_ev=-9.07 total_energy_ha=-285.33358
C 1.77572 -0.54347 -0.33192 0.2100 -0.1392 -0.2107
C 0.89275 0.06771 0.73118 -0.4105 0.5553 -0.1715
C -0.25873 0.36113 0.21338 0.2259 0.0246 -0.4850
N -1.19161 0.55890 -0.57018 0.0485 0.5270 0.7919
C -2.47604 0.34538 -0.07968 -0.3240 0.0967 0.4494
O -2.73170 0.50441 1.09154 -0.4423 -0.2691 -0.5527
H 2.10644 0.28409 -0.97465 0.3701 -0.3601 0.1611
H 1.23047 -1.23509 -0.98882 0.1684 0.0719 0.3905
H 2.60479 -1.04719 0.14342 0.3377 -0.1851 -0.2097
H 1.26056 0.55643 1.62937 -0.0344 -0.1917 -0.2372
H -3.21266 0.14770 -0.86364 -0.1494 -0.1302 0.0740